i:
DFT (the ωB97M-V functional and the def2-TZVPD basis) results for a structure of composition C6H17N3.

The calculation puts the LUMO energy at -7.5 eV. As for the multiplicity: 1. As for the total charge: +2. The value obtained for the HOMO energy is -19.46 eV. The value obtained for the HOMO-LUMO gap is 12.0 eV.

Last column: natural (NBO) charge in e.
CARTESIAN COORDINATES (ANGSTROEM)
C -0.366 2.566 -0.913  0.029
C -0.985 0.488 -1.423  -0.086
C -0.159 -2.186 -0.320  -0.761
C 1.799 -0.746 0.046  -0.740
C 0.270 -1.171 1.991  -0.739
C 0.429 -1.137 0.438  0.365
N -1.317 1.871 -1.508  -0.557
N -0.096 1.630 0.588  -0.500
N -0.651 0.359 0.095  -0.324
H 0.684 2.424 -1.290  0.230
H -0.592 3.573 -0.683  0.265
H -1.840 -0.081 -1.790  0.277
H -0.110 0.016 -1.938  0.246
H -1.288 -2.083 -0.242  0.253
H 0.354 -2.267 -1.398  0.270
H 0.049 -3.235 0.050  0.336
H 2.457 -0.201 0.748  0.261
H 1.677 -0.124 -0.846  0.223
H 2.426 -1.592 -0.386  0.314
H 0.466 -0.278 2.761  0.269
H -0.753 -1.568 2.310  0.250
H 0.874 -2.100 2.276  0.299
H -2.345 1.991 -1.429  0.449
H 0.935 1.670 0.719  0.447
H -0.412 2.068 1.555  0.485
H -1.505 0.111 0.591  0.441

ii:
DFT (the ωB97M-V functional and the def2-TZVPD basis) results for a cluster of 2 separate species, C6H17N3 in total.

The calculation puts the LUMO energy at -6.2 eV. As for the multiplicity: 1. As for the total charge: +2. The value obtained for the HOMO energy is -17.63 eV. The value obtained for the HOMO-LUMO gap is 11.4 eV.

Last column: natural (NBO) charge in e.
CARTESIAN COORDINATES (ANGSTROEM)
C 1.635 -0.911 2.012  0.393
C 0.532 0.193 -1.895  -0.358
C 3.399 0.098 3.418  -0.430
C -2.790 -0.558 -2.239  -0.446
C -2.544 1.665 -1.409  -0.441
C -0.708 0.122 -1.388  -0.063
N 2.331 -1.431 0.943  -0.776
N 2.062 -0.314 3.034  -0.463
N -1.880 0.559 -2.127  -0.379
H 0.901 0.137 -2.902  0.255
H 0.521 -1.177 1.999  0.224
H 1.283 0.035 -1.076  0.228
H 4.086 -0.620 3.042  0.226
H 3.392 0.270 4.491  0.263
H 3.602 1.047 3.088  0.242
H -2.318 -1.444 -2.796  0.259
H -2.946 -1.110 -1.349  0.238
H -3.741 -0.097 -2.617  0.253
H -3.098 2.102 -2.322  0.249
H -3.416 1.401 -0.641  0.284
H -1.847 2.386 -1.153  0.245
H -0.933 -0.361 -0.404  0.223
H 1.865 -2.187 0.418  0.437
H 3.346 -1.499 0.948  0.433
H 1.281 -0.264 3.749  0.452
H -1.538 0.704 -3.060  0.451

How do the structures above rank in stability at the extremes? ii comes first and i comes last.